Entry 1:
The following is a DFT calculation (wB97M-V/def2-TZVPD) of C2H3NO3 in the gas phase at a distorted geometry.

Structure (ORCA input):
```
! wB97M-V def2-TZVPD RIJCOSX def2/J DEFGRID3
* xyz 0 1
H -0.9154 2.2403 1.0003
H 0.3399 0.3212 1.8187
O -0.9947 1.5396 -0.8233
C -0.6581 1.4080 0.3316
O 0.5220 -0.7073 -1.2018
C 0.4288 -0.8052 0.1329
H 0.2179 0.1250 -1.5785
N -0.0252 0.3032 0.8736
O 0.7815 -1.8142 0.6614
*
```

Values from the calculation:
- E_LUMO: 0.5 eV
- Energy: -358.52060 Eh
- HOMO: -11.10 eV
- ΔE to the lowest compared entry with this formula, charge and spin: 0.2471 eV

In elementary charge units, the natural (NBO) charges are: atom 1 (H): 0.140, atom 2 (H): 0.431, atom 3 (O): -0.588, atom 4 (C): 0.535, atom 5 (O): -0.669, atom 6 (C): 0.889, atom 7 (H): 0.511, atom 8 (N): -0.680, atom 9 (O): -0.570



Entry 2:
The following is a DFT calculation (wB97M-V/def2-TZVPD) of 2 unconnected molecules or ions with the total composition C2H3NO3 at a distorted geometry.

Structure (ORCA input):
```
! wB97M-V def2-TZVPD RIJCOSX def2/J DEFGRID3
* xyz 0 1
H -0.0978 -1.8189 -0.6303
H 0.0139 -0.0261 0.9540
C -0.0314 0.4166 -0.9298
N 1.0878 0.6107 2.7010
O 1.5882 1.5338 2.1261
H 0.1591 1.4583 -1.0259
O 1.2508 0.1703 3.7615
O 0.0530 -0.2127 2.0065
C -0.1740 -0.7589 -0.7485
*
```

Values from the calculation:
- E_LUMO: 0.8 eV
- Energy: -358.25526 Eh
- HOMO: -11.47 eV
- ΔE to the lowest compared entry with this formula, charge and spin: 7.4672 eV

In elementary charge units, the natural (NBO) charges are: atom 1 (H): 0.262, atom 2 (H): 0.494, atom 3 (C): -0.218, atom 4 (N): 0.742, atom 5 (O): -0.368, atom 6 (H): 0.258, atom 7 (O): -0.302, atom 8 (O): -0.627, atom 9 (C): -0.242



Entry 3:
The following is a DFT calculation (wB97M-V/def2-TZVPD) of a molecular structure, C2H3NO3 at a distorted geometry.

Structure (ORCA input):
```
! wB97M-V def2-TZVPD RIJCOSX def2/J DEFGRID3
* xyz 0 3
N -1.5694 -0.3426 -0.0742
O 0.6398 -1.1246 -1.4317
O -1.7776 0.4735 0.7786
O -2.2296 -1.2473 -0.5265
H 0.4186 1.4715 0.5429
C 0.2794 -0.4167 -0.5478
C 1.0563 0.5714 0.2345
H 2.0085 0.7171 -0.2237
H 1.1740 -0.1022 1.2479
*
```

Values from the calculation:
- ⟨S²⟩: 2.0107
- E_LUMO (alpha / beta): 0.5 / -3.0 eV
- Energy: -358.23910 Eh
- HOMO (alpha / beta): -6.93 / -10.90 eV
- ΔE to the lowest compared entry with this formula, charge and spin: 4.2023 eV

In elementary charge units, the natural (NBO) charges are: atom 1 (N): 0.362, atom 2 (O): -0.407, atom 3 (O): -0.344, atom 4 (O): -0.306, atom 5 (H): 0.290, atom 6 (C): 0.615, atom 7 (C): -0.737, atom 8 (H): 0.253, atom 9 (H): 0.273



Entry 4:
The following is a DFT calculation (wB97M-V/def2-TZVPD) of 2 unconnected molecules or ions with the total composition C2H3NO3 at a distorted geometry.

Structure (ORCA input):
```
! wB97M-V def2-TZVPD RIJCOSX def2/J DEFGRID3
* xyz 0 3
C -1.1676 -0.5362 1.2092
N 1.4023 0.0137 -0.2462
O 2.1260 0.3633 0.5965
H -2.2592 0.6748 -0.3655
H -0.8897 -1.2274 1.9242
H 0.5942 0.7586 -1.9059
O 1.4140 0.8360 -1.4427
O 0.6659 -0.9435 -0.2290
C -1.8859 0.0607 0.4594
*
```

Values from the calculation:
- ⟨S²⟩: 2.0098
- E_LUMO (alpha / beta): 0.7 / -3.6 eV
- Energy: -358.08987 Eh
- HOMO (alpha / beta): -7.23 / -11.05 eV
- ΔE to the lowest compared entry with this formula, charge and spin: 8.2632 eV

In elementary charge units, the natural (NBO) charges are: atom 1 (C): -0.186, atom 2 (N): 0.429, atom 3 (O): -0.211, atom 4 (H): 0.243, atom 5 (H): 0.235, atom 6 (H): 0.471, atom 7 (O): -0.607, atom 8 (O): -0.175, atom 9 (C): -0.199